{"formula": "C7H18O3P", "method": "the ωB97M-V functional and the def2-TZVPD basis", "species": ["C", "C", "O", "C", "C", "O", "C", "C", "O", "C", "P", "H", "H", "H", "H", "H", "H", "H", "H", "H", "H", "H", "H", "H", "H", "H", "H", "H", "H"], "positions_angstrom": [[3.087, -0.713, 0.587], [3.053, 0.640, -0.102], [1.725, 1.127, -0.239], [1.110, 0.797, -1.453], [-0.377, 1.261, -1.417], [-0.676, 2.031, -0.283], [-1.200, 1.375, 0.829], [-2.650, 0.901, 0.668], [-2.873, -0.434, 1.151], [-2.608, -1.452, 0.271], [-0.914, -2.151, 0.599], [2.702, -0.645, 1.609], [2.481, -1.439, 0.032], [4.105, -1.104, 0.631], [3.585, 1.389, 0.490], [3.537, 0.602, -1.087], [1.626, 1.257, -2.304], [1.167, -0.297, -1.611], [-0.602, 1.881, -2.285], [-1.038, 0.382, -1.480], [-0.553, 0.521, 1.111], [-1.126, 2.091, 1.649], [-3.337, 1.507, 1.256], [-2.962, 0.958, -0.382], [-2.630, -1.147, -0.783], [-3.296, -2.291, 0.416], [0.050, -1.803, -0.342], [-0.457, -1.701, 1.830], [-0.928, -3.542, 0.640]], "forces_ev_per_angstrom": [[-0.073, -0.066, -0.068], [0.210, 0.140, -0.062], [-0.213, 0.056, 0.182], [-0.115, -0.260, 0.007], [0.211, -0.225, 0.068], [-0.345, 0.477, -0.317], [0.392, -0.295, 0.267], [-0.180, 0.177, -0.179], [-0.145, -0.097, 0.154], [0.075, -0.027, -0.159], [0.032, 0.025, -0.029], [0.037, 0.055, -0.099], [0.095, -0.003, 0.016], [-0.077, 0.029, 0.004], [-0.025, -0.116, -0.025], [-0.032, -0.062, 0.121], [0.028, 0.054, 0.097], [-0.082, 0.121, -0.132], [0.073, -0.059, 0.027], [-0.010, 0.043, 0.003], [-0.083, 0.092, -0.027], [-0.001, -0.100, -0.019], [0.082, 0.029, -0.068], [0.047, 0.051, 0.075], [-0.055, -0.097, 0.057], [-0.008, 0.139, 0.058], [0.115, 0.073, -0.075], [0.014, -0.036, 0.138], [0.031, -0.120, -0.016]], "lowdin_charge": [-0.072, -0.249, -0.156, -0.192, -0.157, -0.114, -0.180, -0.126, -0.173, -0.377, 1.134, 0.077, 0.049, 0.085, 0.128, 0.125, 0.130, 0.099, 0.135, 0.094, 0.096, 0.144, 0.140, 0.133, 0.106, 0.115, -0.020, 0.023, 0.005], "multiplicity": 1, "largest_force_ev_per_a": 0.67, "relative_energy_ev": 2.338, "total_charge": 1, "energy_ha": -844.2195, "lumo_ev": -3.478, "gap_ev": 9.4}